[1]
A molecular structure, C50H43Cl5GeN3O3Rh in a non-equilibrium geometry, computed with ωB97M-V/def2-TZVPD.

The geometry in XYZ format:
```
106
Properties=species:S:1:pos:R:3:forces:R:3
Rh -0.43836 -2.55461 0.07843 -0.7 -0.5 0.7
C -1.36924 -0.00535 -2.94361 1.1 0.8 -0.3
C -1.37135 -1.42885 -3.38906 0.6 -0.9 -1.1
C -2.34064 -1.92115 -4.27127 -0.2 0.8 -0.2
C -2.14567 -3.00419 -5.06371 0.6 -1.9 -1.1
C -0.92893 -3.72884 -4.96391 -1.7 -0.1 -0.5
C -0.02260 -3.39044 -4.00517 1.6 0.0 2.3
C 1.29451 -4.21450 -3.90117 -1.7 0.7 0.8
C -0.30022 -2.32117 -3.08342 -1.4 -0.1 -1.5
N 0.27386 -2.09001 -1.82478 0.2 0.2 -1.5
C 1.32496 -1.10894 -1.78834 1.9 0.0 4.3
O 1.71368 -0.35273 -2.66971 -0.5 0.3 -2.5
C 1.87969 -0.99497 -0.44829 0.2 1.2 -2.3
C 2.84633 0.00616 -0.14145 0.3 0.6 0.3
C 3.19074 0.22415 1.17400 -0.4 -0.6 -0.2
C 2.67208 -0.62735 2.19236 -0.9 -1.1 0.0
C 1.73973 -1.58028 1.79882 -0.5 1.2 -1.1
N 1.29196 -1.66714 0.52310 2.2 -0.2 2.5
C 0.87674 -2.29298 2.76239 -0.6 -0.6 3.1
O 1.13735 -2.22523 4.00884 -0.3 -0.2 -2.4
N -0.21792 -2.93300 2.26228 0.5 1.0 -0.8
C -1.14239 -3.47584 3.19548 2.2 -1.0 -0.6
C -1.90161 -2.64823 3.99449 -1.8 -0.8 1.4
C -1.76036 -1.17156 4.03910 0.3 0.9 -0.7
C -2.88657 -3.27780 4.81728 1.4 -0.9 -1.5
C -3.00270 -4.66852 4.78375 -1.5 -0.1 1.0
C -2.14252 -5.46964 4.06165 0.4 0.4 -0.5
C -1.11413 -4.88484 3.31900 -1.5 0.3 0.8
C -0.12413 -5.80165 2.68647 1.0 0.3 0.0
H -2.22352 0.51512 -3.34377 -0.9 0.0 0.4
H -0.54704 0.63834 -3.41783 -0.5 -1.5 0.8
H -1.28318 -0.01816 -1.85685 0.1 0.8 0.0
H -3.32653 -1.49949 -4.41206 0.2 0.9 0.3
H -2.93964 -3.25385 -5.80804 0.8 -0.1 0.8
H -0.78129 -4.69719 -5.45857 0.0 0.7 -0.3
H 1.08673 -5.27940 -3.85857 0.0 -0.2 -0.2
H 1.83355 -3.95126 -3.00895 0.2 0.1 0.4
H 1.92172 -3.97062 -4.72620 0.5 0.0 -0.8
H 3.21365 0.62946 -0.97447 -0.2 -0.4 0.6
H 3.79104 1.04740 1.49826 0.5 0.4 -0.2
H 2.81016 -0.58308 3.27769 0.3 0.3 -0.6
H -2.02647 -0.71794 3.06115 0.4 -0.2 0.4
H -0.73528 -0.83404 4.32326 -0.7 -0.4 -0.3
H -2.47066 -0.77354 4.75369 -0.1 0.1 0.2
H -3.62124 -2.74799 5.37500 -0.2 0.7 0.4
H -3.84897 -5.11713 5.36407 0.9 0.3 -0.6
H -2.26389 -6.54018 3.94256 -0.1 -0.1 0.5
H 0.56574 -6.28181 3.43863 -0.6 0.7 -0.6
H 0.45875 -5.21821 1.95174 -0.1 -0.7 0.3
H -0.66879 -6.61543 2.21854 0.1 -0.2 -0.4
C 3.58137 6.04961 3.74675 -1.1 -1.3 -0.9
C 2.24395 5.62500 3.93873 -0.6 -0.5 -0.7
C 1.45719 5.26347 2.83218 1.9 0.7 -0.2
C 1.99257 5.34405 1.51687 -0.4 -0.9 1.3
C 3.34500 5.64740 1.33686 0.2 0.0 2.1
C 4.17544 5.90227 2.47037 -1.8 1.0 0.3
Ge 0.87996 4.48321 0.15200 -0.1 2.5 -1.1
C 2.03180 4.77562 -1.44653 -0.9 -3.3 -0.8
C 2.39533 3.68447 -2.27650 0.2 0.7 -0.5
C 3.25795 3.88278 -3.37539 -0.3 -1.0 -0.2
C 3.78182 5.14421 -3.65262 -0.5 -0.5 1.1
C 3.37619 6.17476 -2.83065 0.1 1.9 -1.2
C 2.43780 6.00285 -1.83390 1.1 1.0 0.8
C -0.65441 5.84400 -0.11924 0.3 -0.1 1.8
C -1.05193 6.72586 0.94340 0.0 -0.9 -0.3
C -2.28888 7.36175 0.90430 0.7 0.5 1.0
C -3.04298 7.35428 -0.26490 -0.6 0.5 0.6
C -2.61474 6.62939 -1.34353 0.4 -0.3 -1.0
C -1.46289 5.81878 -1.22331 -0.4 -0.5 -2.3
H 4.10374 6.40785 4.60616 0.7 -0.1 0.3
H 1.75759 5.39025 4.90429 0.7 0.8 -0.3
H 0.45554 4.91722 2.99437 -0.4 -0.2 0.0
H 3.73263 5.69901 0.35116 0.6 -0.2 -0.6
H 5.22301 6.13052 2.39044 0.2 0.1 -0.3
H 1.92136 2.72273 -2.11239 0.4 -0.2 0.0
H 3.48371 3.03530 -4.05993 -0.2 0.6 0.7
H 4.48942 5.33172 -4.43039 0.2 -0.1 -0.5
H 3.68982 7.21828 -3.08031 -0.1 -1.0 0.4
H 2.20753 6.81178 -1.18053 -0.4 0.9 0.1
H -0.40347 6.87477 1.81289 -0.3 -0.3 -0.3
H -2.61418 7.91664 1.81809 0.2 -0.4 -1.0
H -3.95206 7.95839 -0.29427 0.2 -0.3 -0.2
H -3.14169 6.72624 -2.31634 0.4 -0.4 0.8
H -1.18068 5.18665 -2.12561 -0.4 0.7 1.3
C -3.11702 0.75381 0.68842 0.9 -1.2 -1.2
C -2.70079 -0.72639 0.38278 1.6 1.3 0.4
C -3.41026 -1.24616 -0.85819 -1.5 -0.1 1.2
O -1.23378 -0.74743 0.18995 -1.7 -0.5 -0.2
H -4.19875 0.85466 0.56006 0.1 0.0 0.6
H -2.67655 1.29477 -0.18208 -0.1 0.1 0.9
H -2.71367 1.05772 1.66540 -0.3 0.3 -0.5
H -2.86275 -1.39059 1.25356 -0.4 0.3 -0.4
H -2.98992 -0.95201 -1.81513 -0.1 -0.3 0.5
H -4.48239 -0.91312 -0.81974 0.8 -0.2 -0.1
H -3.42972 -2.30624 -0.63890 -0.1 -0.3 -1.1
Cl 2.97869 -4.17355 -0.44233 0.0 0.9 0.2
C 1.48588 -4.99769 -0.53758 -1.0 -1.2 0.9
C 0.18868 -4.44438 -0.40592 0.2 -0.5 -0.6
C -0.92792 -5.27148 -0.70232 1.8 1.1 1.0
Cl -2.47380 -4.58726 -0.33192 -0.1 -0.2 -0.3
C -0.76668 -6.55879 -1.13813 0.1 0.0 -0.4
Cl -2.18971 -7.23765 -1.90266 0.8 -0.7 0.3
C 0.52790 -7.13942 -1.03551 -1.1 0.2 0.3
Cl 0.65431 -8.80353 -1.35580 0.1 -0.8 -0.2
C 1.63221 -6.41319 -0.58024 -1.3 0.7 -1.1
Cl 3.11614 -7.21469 -0.28909 0.1 0.0 -0.1
```
Forces are in eV/Å.

2S+1 = 6
HOMO-LUMO gap (alpha / beta) = 4.7 / 5.6 eV
E_LUMO (alpha / beta) = 2.1 / 0.0 eV
Energy relative to the best compared isomer or geometry (same formula, charge and spin) = 326.6 kJ/mol
Net charge = -1
E = -185291.3584 eV

[2]
9 unconnected molecules or ions with the total composition C50H44Cl2N8O16 in a non-equilibrium geometry, computed with ωB97M-V/def2-TZVPD.

The geometry in XYZ format:
```
120
Properties=species:S:1:pos:R:3:forces:R:3
O -2.08343 -6.33288 -0.13537 1.0 -1.2 -2.0
N -1.32209 -6.85455 -0.98817 -1.4 -1.2 2.0
O -1.47930 -7.99879 -1.46557 0.3 2.6 0.6
C -0.09013 -6.10200 -1.21477 -0.1 -0.4 -1.5
C -0.06467 -4.75898 -0.87770 1.8 1.6 -0.7
C 1.14570 -4.05708 -1.06890 1.0 -1.9 0.0
C 2.31762 -4.73363 -1.57999 -1.7 -0.1 0.0
C 2.21115 -6.04564 -2.03609 -2.2 -0.6 1.4
C 0.94853 -6.75235 -1.86275 2.1 1.2 0.2
H -0.88280 -4.10878 -0.60512 -0.5 -0.7 0.5
H 1.22995 -3.07273 -0.63262 0.0 0.3 -0.4
H 3.29504 -4.28596 -1.68307 -0.1 0.5 0.3
H 3.11442 -6.58572 -2.27860 -0.1 -0.1 -0.5
H 0.85799 -7.79214 -2.14035 -0.1 0.0 0.0
O 2.07907 -0.21811 -0.33667 1.1 -3.2 -0.2
N 1.98208 0.88068 -0.74691 -0.6 3.2 2.4
O 2.89763 1.60329 -1.15605 -1.2 -0.9 -0.3
C 0.67270 1.49710 -0.29957 0.0 1.8 -0.2
C -0.30362 0.86292 0.47773 1.2 -1.0 -0.8
C -1.49270 1.46660 0.83355 0.3 2.3 -1.5
C -1.64811 2.87630 0.47708 0.5 -3.1 -0.4
C -0.67468 3.42872 -0.36872 -3.1 1.5 2.4
C 0.49033 2.82345 -0.64761 1.6 -0.6 -0.7
H -0.12473 -0.16625 0.75200 -0.2 -0.2 -0.2
H -2.28476 0.76284 1.04270 -0.3 0.5 1.0
H -2.51059 3.45262 0.77772 -0.2 -0.1 -0.2
H -0.95102 4.44093 -0.62460 0.8 0.3 -0.4
H 1.26851 3.42532 -1.09323 0.2 -0.4 -0.5
O -2.43893 -2.08581 -0.54192 -0.7 0.4 0.0
N -3.62404 -2.38995 -0.52629 -0.3 -2.1 0.1
O -4.00366 -3.57013 -0.32415 0.2 2.8 -0.4
C -4.62373 -1.32219 -0.82127 1.2 2.2 -0.8
C -5.93700 -1.57820 -1.04687 -1.2 -1.2 0.8
C -6.89653 -0.60761 -1.41724 0.7 -0.5 -0.6
C -6.46007 0.67200 -1.63701 0.6 -0.6 0.1
C -5.09361 0.94663 -1.42578 -2.8 1.7 -1.0
C -4.18948 0.02868 -1.07735 1.4 -1.7 0.7
H -6.25131 -2.59128 -0.84367 -0.2 -0.2 -0.2
H -7.88247 -0.93890 -1.70808 -0.2 0.0 0.3
H -7.04709 1.47018 -2.06679 -0.4 -0.1 0.2
H -4.96317 1.98753 -1.68249 1.4 0.1 0.2
H -3.17209 0.39077 -1.06293 0.3 -0.6 0.3
O 2.79977 -0.16812 5.32310 -0.3 -0.2 0.5
N 3.52423 0.52128 4.64420 -0.5 0.3 -0.7
O 4.70796 0.35089 4.47856 0.3 0.0 0.1
C 2.88638 1.62733 3.89903 0.1 1.5 -0.5
C 3.50672 2.07592 2.71486 -0.6 -1.0 0.5
C 2.97058 3.10919 1.97420 -1.9 1.7 0.5
C 1.82426 3.82353 2.45859 1.1 -1.9 1.9
C 1.29459 3.38429 3.72711 -0.3 2.2 -2.8
C 1.77410 2.33628 4.41584 1.5 -2.0 0.5
H 4.35231 1.56958 2.27327 0.2 -0.2 0.4
H 3.46061 3.39461 1.05507 0.0 0.1 -0.1
H 1.37828 4.71036 2.03311 0.2 -0.1 -0.5
H 0.45384 3.93198 4.12655 -0.1 0.1 0.1
H 1.30688 2.11983 5.36518 0.2 -0.5 0.1
O -8.30701 2.15165 1.02235 1.1 0.0 -0.2
N -8.39230 1.26968 1.84866 -2.2 -0.3 0.1
O -9.50067 0.99051 2.32685 1.9 -0.7 0.2
C -7.14005 0.56121 2.29274 -0.1 0.5 0.3
C -7.15020 -0.70036 2.89010 -1.3 0.3 -0.3
C -6.01940 -1.24467 3.47309 -1.2 0.4 -0.4
C -4.91432 -0.43063 3.49824 1.0 -1.2 1.0
C -4.86586 0.74994 2.84463 -0.2 2.1 -1.4
C -5.98401 1.30728 2.19250 0.6 -1.1 0.1
H -8.11053 -1.19375 2.91731 0.0 -0.3 0.0
H -6.08530 -2.23477 3.89941 0.2 0.1 0.2
H -4.04825 -0.70778 4.08092 0.2 -0.3 -0.1
H -3.92206 1.27369 2.80833 0.0 0.2 0.1
H -5.96096 2.19601 1.57930 0.1 0.2 0.3
O 5.74705 2.45926 -1.96603 -0.4 0.2 0.4
N 5.52784 3.44369 -1.28717 1.5 -0.4 1.5
O 5.83777 3.54870 -0.07443 -0.9 0.0 -2.3
C 4.98097 4.59086 -2.00586 -0.6 0.9 0.2
C 3.87337 4.41124 -2.79732 -1.2 2.2 -1.7
C 3.39991 5.56516 -3.51909 2.0 0.4 0.1
C 4.13890 6.82100 -3.58080 -1.3 -2.4 2.2
C 5.18880 6.95680 -2.64888 0.1 -1.2 -0.5
C 5.57901 5.84479 -1.87729 0.3 -0.5 -0.4
H 3.32637 3.49617 -2.97005 0.3 -0.2 0.5
H 2.53191 5.44419 -4.15024 -0.1 0.0 0.0
H 3.69179 7.63628 -4.13019 0.4 0.1 -0.2
H 5.81755 7.83200 -2.57746 -0.2 0.2 0.0
H 6.47205 5.82291 -1.27034 0.0 0.6 0.2
O -0.10371 3.65652 -3.68751 0.0 0.3 0.1
N -0.77226 2.68543 -3.44979 -1.7 -2.1 -0.1
O -2.02539 2.64953 -3.34344 2.7 0.3 0.0
C -0.06116 1.35019 -3.36123 0.4 -2.5 -0.1
C -0.74176 0.17062 -2.97277 -0.5 0.7 -0.2
C -0.13987 -1.09569 -2.94790 -0.7 1.2 0.0
C 1.18948 -1.18845 -3.27481 1.8 -0.3 -1.1
C 1.89581 -0.11345 -3.78231 -1.1 2.6 0.5
C 1.27452 1.15646 -3.77753 -1.1 1.1 0.2
H -1.78382 0.24526 -2.69901 -0.1 0.0 -0.1
H -0.77584 -1.94036 -2.72773 0.2 -0.1 0.3
H 1.85417 -2.03967 -3.27981 -0.8 -0.9 0.4
H 2.92896 -0.13958 -4.09587 0.0 -0.4 0.1
H 1.71626 2.10757 -4.03570 0.8 -0.3 -0.4
O 2.92757 -2.27176 2.04604 1.3 1.3 -0.5
N 2.38036 -3.31747 2.22344 0.2 -1.9 0.8
O 2.94195 -4.41623 2.35745 -0.9 1.4 -0.4
C 0.95125 -3.23188 2.37022 -2.5 -2.9 -0.1
C 0.15866 -4.41869 2.34238 2.8 -0.4 0.7
C -1.15921 -4.46913 2.62353 0.0 -1.6 -1.2
C -1.83436 -3.31537 2.67471 -1.4 4.0 0.4
C -1.15399 -2.08258 2.69494 1.8 -1.0 -0.4
C 0.26975 -2.06907 2.55207 -1.1 1.2 0.4
H 0.56031 -5.41509 2.23159 0.9 0.3 -0.3
H -1.57877 -5.45984 2.52934 -0.6 0.2 0.3
H -2.90721 -3.19153 2.66637 -0.3 -0.6 0.3
H -1.65707 -1.13066 2.77956 -0.2 -0.1 0.0
H 0.84065 -1.15424 2.61172 -0.1 0.2 0.0
Cl 7.90963 -1.02933 -0.17606 1.6 -0.3 -0.1
C 6.23755 -0.60762 -0.30205 -0.7 -0.3 -0.2
C 5.35755 -1.86522 -0.32781 -1.4 1.7 0.7
Cl 5.53745 -2.97481 -1.68293 0.7 -0.2 -0.2
H 6.07163 0.03387 -1.16753 0.1 -0.2 -0.1
H 6.07199 0.01825 0.57486 -0.6 -0.3 0.0
H 4.34477 -1.48929 -0.47291 -0.1 0.1 0.1
H 5.30584 -2.36101 0.64153 0.6 -0.4 -0.3
```
Forces are in eV/Å.

HOMO-LUMO gap = 8.4 eV
E_LUMO = -1.3 eV
SMILES string = O=[N+]([O-])c1ccccc1.O=[N+]([O-])c1ccccc1.O=[N+]([O-])c1ccccc1.O=[N+]([O-])c1ccccc1.O=[N+]([O-])c1ccccc1.O=[N+]([O-])c1ccccc1.O=[N+]([O-])c1ccccc1.O=[N+]([O-])c1ccccc1.ClCCCl
Energy relative to the best compared isomer or geometry (same formula, charge and spin) = 236.5 kJ/mol
E = -122264.0045 eV